{"formula": "C37H39AuIN2P2", "method": "the ωB97M-V functional and the def2-TZVPD basis", "symbols": ["Au", "C", "C", "P", "C", "C", "C", "C", "C", "C", "C", "C", "C", "C", "C", "C", "C", "P", "C", "C", "C", "C", "C", "C", "C", "C", "C", "C", "C", "C", "H", "H", "H", "H", "H", "H", "H", "H", "H", "H", "H", "H", "H", "H", "H", "H", "H", "H", "H", "H", "H", "H", "H", "H", "H", "H", "I", "C", "C", "C", "C", "C", "N", "H", "H", "H", "H", "C", "C", "C", "C", "C", "N", "H", "H", "H", "H", "H", "H", "H", "H", "H"], "xyz": [[0.414, 0.520, -0.787], [-3.126, -0.121, 0.181], [-2.118, -1.082, 0.831], [-0.837, -1.764, -0.283], [-1.720, -2.899, -1.386], [-1.002, -3.519, -2.406], [-1.623, -4.402, -3.268], [-2.977, -4.675, -3.132], [-3.701, -4.068, -2.120], [-3.076, -3.189, -1.250], [0.055, -2.895, 0.820], [1.415, -2.720, 1.009], [2.122, -3.585, 1.833], [1.467, -4.630, 2.464], [0.102, -4.814, 2.275], [-0.598, -3.950, 1.455], [-2.745, 1.357, 0.170], [-1.432, 1.864, -1.004], [-1.244, 3.628, -0.672], [-2.317, 4.490, -0.903], [-2.195, 5.841, -0.636], [-0.996, 6.338, -0.137], [0.072, 5.486, 0.088], [-0.050, 4.131, -0.182], [-2.148, 1.760, -2.670], [-3.508, 1.564, -2.904], [-3.998, 1.510, -4.200], [-3.137, 1.660, -5.274], [-1.784, 1.862, -5.051], [-1.293, 1.904, -3.759], [-4.057, -0.200, 0.753], [-3.381, -0.446, -0.832], [-2.657, -1.887, 1.344], [-1.552, -0.552, 1.609], [0.054, -3.323, -2.521], [-1.049, -4.882, -4.048], [-3.462, -5.361, -3.809], [-4.753, -4.282, -2.000], [-3.660, -2.741, -0.459], [1.931, -1.906, 0.516], [3.184, -3.443, 1.973], [2.016, -5.309, 3.101], [-0.407, -5.636, 2.758], [-1.655, -4.114, 1.286], [-2.393, 1.665, 1.163], [-3.631, 1.973, -0.023], [-3.245, 4.111, -1.312], [-3.026, 6.507, -0.821], [-0.896, 7.395, 0.069], [1.006, 5.874, 0.469], [0.784, 3.460, -0.014], [-4.206, 1.449, -2.089], [-5.054, 1.352, -4.365], [-3.518, 1.618, -6.284], [-1.108, 1.984, -5.885], [-0.231, 2.047, -3.595], [1.481, -1.029, -3.771], [2.945, -0.420, -2.438], [4.282, -0.601, -2.772], [5.246, -0.136, -1.898], [4.843, 0.495, -0.728], [3.495, 0.626, -0.477], [2.554, 0.170, -1.316], [4.548, -1.087, -3.697], [6.294, -0.257, -2.130], [5.556, 0.880, -0.016], [3.124, 1.089, 0.427], [1.481, 0.311, 5.192], [0.360, -0.007, 4.200], [-0.058, -1.476, 4.307], [-0.843, 0.914, 4.415], [0.876, 0.232, 2.837], [1.282, 0.445, 1.786], [1.108, 0.139, 6.200], [1.800, 1.349, 5.115], [2.345, -0.332, 5.031], [-0.459, -1.646, 5.306], [0.785, -2.146, 4.150], [-0.827, -1.725, 3.579], [-1.212, 0.764, 5.429], [-1.651, 0.677, 3.721], [-0.577, 1.963, 4.297]], "forces_ev_per_a": [[-0.39, -0.29, -0.47], [-0.28, -0.11, -0.01], [-0.15, 0.02, 0.27], [0.42, 0.46, 0.02], [-0.24, 0.01, 0.00], [0.08, 0.01, 0.07], [-0.05, -0.09, -0.07], [0.01, 0.00, -0.01], [-0.01, -0.03, -0.03], [0.02, 0.03, 0.03], [-0.18, -0.07, -0.05], [0.23, 0.00, 0.05], [-0.01, -0.07, 0.05], [0.02, 0.02, 0.04], [0.06, 0.00, 0.03], [-0.03, -0.05, -0.02], [-0.04, 0.32, 0.04], [0.27, -0.20, 0.15], [-0.36, 0.03, -0.13], [0.06, 0.05, 0.01], [0.06, -0.02, 0.02], [-0.01, 0.05, 0.01], [0.03, 0.05, 0.02], [0.14, 0.00, 0.09], [-0.23, -0.04, 0.13], [0.04, 0.01, 0.01], [0.05, 0.00, -0.04], [-0.07, -0.01, -0.01], [-0.01, 0.01, -0.05], [0.20, 0.01, 0.08], [0.05, 0.02, -0.07], [0.07, -0.02, 0.00], [0.10, 0.02, -0.10], [-0.06, -0.07, -0.11], [0.06, 0.02, 0.04], [0.03, -0.03, -0.05], [-0.04, -0.06, -0.06], [-0.06, -0.02, 0.00], [-0.03, 0.05, 0.05], [-0.03, 0.03, -0.03], [0.09, -0.01, 0.02], [0.05, -0.03, 0.03], [-0.02, -0.04, 0.03], [-0.06, 0.00, -0.01], [0.06, -0.02, -0.13], [0.06, -0.06, -0.01], [-0.06, -0.05, -0.03], [-0.03, 0.03, 0.00], [0.00, 0.02, 0.00], [0.03, 0.03, 0.01], [0.01, -0.03, -0.01], [-0.03, 0.00, 0.14], [-0.06, -0.01, -0.02], [-0.02, 0.00, -0.05], [0.05, 0.00, -0.06], [0.01, 0.00, 0.04], [-0.11, 0.00, -0.17], [0.27, 0.04, -0.15], [-0.10, 0.01, 0.05], [-0.08, 0.06, 0.11], [-0.01, -0.06, -0.09], [0.12, -0.01, 0.14], [-0.02, 0.08, 0.19], [0.00, -0.02, -0.04], [0.06, -0.01, -0.01], [0.07, 0.03, 0.03], [0.04, 0.00, -0.03], [-0.04, 0.01, 0.10], [0.10, -0.01, -0.32], [-0.01, -0.01, 0.09], [-0.08, -0.03, 0.10], [-0.06, 0.03, 0.27], [0.05, 0.05, -0.12], [0.01, 0.00, 0.05], [0.00, 0.05, -0.02], [0.03, -0.04, -0.02], [-0.02, -0.05, 0.04], [0.05, -0.01, -0.02], [-0.07, -0.02, -0.05], [-0.05, 0.03, 0.02], [0.01, 0.00, 0.00], [0.04, 0.03, -0.01]], "mulliken_charge": [1.79, -0.82, 0.11, 0.60, 0.66, -0.78, -0.77, -0.55, -0.86, -0.06, 0.45, -0.05, -0.67, -0.55, -0.73, -0.41, -1.26, -0.50, 0.69, -0.30, -0.79, -0.47, -0.64, -0.31, 0.50, 0.03, -0.86, -0.47, -0.84, -0.47, 0.37, 0.32, 0.80, -1.19, 0.49, 0.44, 0.40, 0.43, 0.28, 0.33, 0.44, 0.40, 0.43, 0.36, 0.44, 0.70, 0.34, 0.42, 0.39, 0.42, 0.23, 0.33, 0.44, 0.41, 0.45, 0.46, 0.17, 0.33, -0.64, -0.28, -0.89, -0.12, -0.25, 0.43, 0.42, 0.44, 0.41, -1.87, 2.39, -1.37, -1.49, -0.87, -0.12, 0.43, 0.40, 0.40, 0.52, 0.30, 0.19, 0.44, 0.20, 0.40], "total_energy_ev": -72349.54225, "homo_lumo_gap_ev": 8.061, "relative_energy_kj_mol": 0.00, "homo_energy_ev": -10.12, "e_lumo_ev": -2.06, "total_charge": 1}